ORCA calculation (the ωB97M-V functional and the def2-TZVPD basis) on a 14-piece molecular cluster, C70H70N14 overall in a non-equilibrium geometry.

Calculated values
**Electronic energy**: -94581.663 eV
**F_max**: 3.788 eV/Å
**Molecular weight**: 1107.43 g/mol
**2S+1**: 1
**ΔE to the lowest compared entry with this formula, charge and spin**: 2.689 eV

```
154
Properties=species:S:1:pos:R:3:forces:R:3
C -2.379702 -3.270269 -6.242882 0.738 0.329 1.182
C 4.233625 0.989488 -2.427144 0.980 -0.184 1.672
C -1.148805 0.535081 -0.241096 -0.829 0.033 -0.250
H 2.090917 -1.487895 -0.129987 -0.069 -0.456 0.101
H -2.077096 1.082273 -0.313550 -0.002 0.141 -0.155
N 4.199656 -0.234442 2.181079 0.436 1.040 0.152
C -1.363066 5.412883 -3.897803 -0.665 -1.063 0.049
H 2.050273 5.776855 3.844976 0.029 -0.037 -0.339
H 5.216124 -6.532776 0.739191 0.223 0.093 -0.130
C 1.734148 2.394986 3.743346 -0.592 -2.004 -0.006
C 6.353341 -0.544216 -1.390029 -2.015 -0.246 -0.673
H -1.733114 5.447257 -6.035953 -0.163 0.236 -0.088
N -2.661041 -4.992892 -1.001854 0.354 -0.817 0.053
H -3.989315 -7.909515 -0.131627 -0.317 -0.094 0.455
H -0.987502 4.975574 -1.806955 -0.121 -0.069 0.066
C -4.740264 1.498485 -0.996517 -0.686 -0.629 -3.203
H -1.420626 6.860397 1.270255 0.546 -0.127 -0.022
C -2.251494 -2.907440 -3.937440 0.970 0.959 -2.534
H -1.821211 -2.151344 2.201415 -0.318 -0.272 0.111
C -2.041590 3.626781 2.152005 -1.213 0.185 -2.698
C 4.518588 -0.360112 3.474768 -0.617 0.349 -1.006
N -1.902473 3.539119 -5.374971 -0.625 -0.816 1.820
H -5.471154 -2.755396 3.185631 0.285 -0.126 -0.901
H -2.041247 -3.742710 -7.153189 0.642 -0.277 0.180
C 2.245732 3.592557 3.367204 -0.803 3.629 0.729
H -5.870567 -2.037401 5.393234 -0.129 0.183 0.028
C 0.991431 -1.576963 3.976737 -1.025 -0.936 0.355
H 6.193594 2.491732 4.121003 0.184 0.052 -0.134
H 2.073755 3.923517 -2.603374 -0.174 -0.261 0.077
C 5.661438 1.735619 3.562868 -0.576 0.581 -1.680
H 4.164146 -1.279342 3.917257 0.135 -0.115 0.303
N -3.062821 3.313457 1.239861 0.365 2.431 0.524
C -1.059551 -0.726248 -0.792114 2.041 -1.267 0.879
C 2.311023 -4.119564 -2.184241 -1.736 1.567 -0.857
H 1.154879 -5.419712 1.710603 0.004 -0.134 0.188
C -3.505190 -2.477099 -6.379950 -0.384 -0.430 1.032
C 5.377623 1.881589 2.170033 0.217 -0.251 1.334
H 1.906968 -3.053036 1.619556 -0.135 0.122 -0.276
C -1.737449 4.830581 -5.149335 1.210 0.336 0.775
H -1.444359 2.571649 -2.113790 -0.341 -0.484 -0.273
H -1.142781 6.467943 -3.829013 -0.063 0.091 -0.103
H 0.959920 -2.626502 -3.026025 -0.074 0.041 0.033
H 2.045898 0.837234 0.733528 0.229 -0.256 -0.047
C 4.451572 -5.779681 0.860368 -0.033 1.794 0.316
H 1.926168 -3.108620 5.191464 0.210 0.053 -0.057
H -4.566227 1.713116 -4.361670 0.379 -0.190 0.057
H 3.423090 1.641243 -2.718102 0.004 0.069 -0.278
H -4.780621 0.039609 6.231589 0.159 0.361 0.058
H 3.862621 -5.584834 -1.780313 -0.470 -0.158 0.439
H -0.038747 2.125420 0.654417 -0.122 0.032 0.395
C -3.887201 -6.135299 1.230554 0.559 0.883 -2.185
C 1.164918 0.341970 0.352769 -1.420 1.888 0.452
N -4.174126 1.586000 -2.264642 -0.929 -0.157 0.709
H 5.055515 -2.186169 -1.446376 -0.679 -0.154 -0.078
C -3.698243 -6.880037 0.016215 -0.370 -0.112 2.728
N -0.894307 -3.579096 3.436691 0.154 0.074 -0.331
N 5.414236 1.553350 -2.130597 -0.300 0.451 -0.976
C 0.715252 2.268902 4.683978 0.775 0.901 -0.115
H -3.247628 1.368677 4.569583 -0.253 0.131 0.448
H 4.062951 5.428549 -2.984833 -0.222 -0.331 -0.152
C 2.580398 -3.844030 1.324219 0.032 -1.133 0.132
C -4.987635 1.561914 -3.378839 -0.092 0.059 3.652
H 3.220444 7.193362 0.764689 0.150 -0.038 0.303
H -6.610873 1.212850 0.102283 0.329 0.386 0.408
H 5.809881 2.692600 1.602742 -0.173 0.133 -0.053
H 3.503385 -4.639674 -5.807358 0.590 -0.534 0.150
C -0.123037 -1.310080 3.146478 0.938 -0.280 0.986
C 2.178852 -5.185098 1.459946 1.693 0.252 -0.560
C -1.568394 3.192217 -2.988953 0.513 1.893 0.565
H -4.800218 -1.147200 -5.405689 -0.269 0.010 0.520
C 3.173395 -6.181229 1.218657 -0.556 1.188 0.241
C 4.022422 -0.340544 -2.125426 0.572 -0.965 -0.325
C -3.362065 -2.048694 -4.007870 -0.054 -0.423 -0.529
H -4.380936 4.074451 -0.201667 0.107 0.009 -0.237
C 5.199883 0.618490 4.195611 0.321 -0.848 0.378
H 0.251634 1.324718 4.928869 0.098 -0.070 0.049
H 7.160999 -1.111348 -0.951345 0.105 0.081 -0.188
C -3.818511 0.484036 4.328955 0.076 -0.471 -1.039
H -2.566179 -3.222834 0.088426 0.248 0.114 -0.189
N 4.840528 -4.460092 0.715993 -1.072 -1.226 -0.216
C 1.644221 4.697213 -0.662977 0.589 2.260 1.796
H 3.003820 -7.234662 1.385769 -0.275 -0.044 -0.165
C -0.050912 1.087723 0.355334 2.150 -0.567 -0.287
H -4.077823 -2.400297 -7.292414 0.340 0.001 -0.271
C 3.259404 -5.039727 -2.491223 1.010 -0.047 -0.852
H -8.049951 1.574488 -1.840567 -0.065 -0.408 0.078
H -4.468628 -6.576859 2.026386 0.211 0.152 0.268
C -6.135218 1.410118 -0.847047 0.159 -0.254 0.221
H 4.554083 7.082885 -1.246539 -0.054 0.226 -0.138
H 0.292492 -4.885423 4.533091 -0.239 -0.041 0.331
N -4.182152 -1.148021 2.533613 -1.037 0.317 2.083
N 1.961384 5.629451 0.327902 0.455 -1.077 -1.696
C 3.885484 -3.537253 0.898728 -0.160 -1.007 0.895
H 7.350777 1.310758 -1.564288 0.171 0.261 0.089
H -2.049380 1.673031 -4.423061 -0.027 -0.085 -0.057
H -1.851940 -1.101710 -1.422632 -0.146 -0.399 0.239
C -3.013485 -6.320067 -0.993491 0.417 3.071 -1.209
C -1.300520 4.591843 -2.766736 -0.206 -1.176 -2.181
C -2.831441 5.578954 0.329040 -0.219 -1.057 1.180
C 1.704760 4.767446 4.012646 -0.785 -2.354 1.273
C -2.832206 -4.269332 0.110243 -0.050 -0.699 -1.342
C 2.270751 -3.460092 -4.532830 0.197 -1.070 0.529
H 2.937021 3.745502 2.551642 0.203 -0.277 0.079
N -1.659643 -3.408436 -5.075365 -2.263 -0.035 -0.280
H -3.695517 -1.517744 -3.128488 -0.139 -0.073 0.128
C -4.630399 -0.230251 5.196694 -0.603 -0.885 0.075
C -1.773202 5.840586 1.224645 -1.104 -1.268 -0.573
C -1.011800 -2.344361 2.889889 0.751 -0.449 0.648
C -6.980601 1.458430 -1.937685 1.190 0.238 -1.932
H -0.307117 -0.308607 2.786521 0.030 -0.024 -0.287
H 4.528276 0.868245 0.474229 -0.386 0.346 -0.160
H -3.065756 0.570586 2.298650 0.169 0.149 -0.034
H -1.631820 -3.001853 -3.057951 -0.302 -0.262 0.325
H 3.042777 -0.746943 -2.329253 0.034 -0.389 0.060
C 4.624493 0.902375 1.549396 0.648 -1.336 0.582
H 1.701850 -0.843634 4.328778 -0.005 0.363 -0.409
H -0.519820 5.098964 2.767500 -0.037 -0.446 0.189
C 3.221791 -4.493012 -4.775071 -1.495 0.750 2.484
C 5.101527 -1.126930 -1.652035 0.279 0.360 0.249
H -3.520737 -4.195994 2.132683 0.011 0.146 -0.001
H 5.490028 0.422776 5.217332 -0.239 0.040 0.186
H 1.902822 -2.835509 -5.333413 -0.006 -0.015 -0.110
C 1.156519 -0.946543 -0.114750 -0.579 0.029 0.015
H -6.836835 1.556484 -4.190096 -1.033 -0.166 0.276
C 3.013984 6.416726 0.043147 -1.668 -0.001 0.432
C -3.999412 -1.853442 -5.243397 0.753 0.229 0.319
N 0.055416 -1.521943 -0.605649 -1.226 0.949 -1.361
H -4.092143 1.417493 -0.136411 0.151 0.238 -0.080
C -3.655631 0.019171 3.015869 -0.805 -1.552 -0.005
C 2.361599 4.616365 -1.826510 0.477 -0.381 -1.222
H -1.846775 2.830720 2.855367 0.311 0.008 0.076
H -0.562719 3.439497 5.919493 0.004 -0.147 0.562
H -3.161414 6.388925 -0.304565 -0.249 -0.130 -0.160
C 3.706183 6.420992 -1.149800 1.163 -0.354 0.143
N 3.655402 -5.256598 -3.738147 0.661 0.215 -2.727
H 2.076033 1.489387 3.264373 0.205 -0.147 -0.218
H 1.981788 -3.986413 -1.164305 -0.146 0.061 -0.063
C -1.318832 4.824262 2.094802 -1.099 0.699 -0.189
C 0.148819 -3.858356 4.231610 0.435 2.072 -1.147
H 0.740500 4.139980 -0.465063 0.086 -0.310 -0.067
C -1.879867 2.726478 -4.255946 0.595 1.215 -0.629
C 0.310759 3.452918 5.284461 -1.652 -1.171 -0.141
C -4.991272 -1.817798 3.424441 0.395 1.160 0.775
C -3.413374 -4.783860 1.233081 -1.260 -2.540 1.507
C 6.412992 0.794321 -1.706593 0.804 0.664 0.465
H 4.153702 -2.493010 0.835478 0.272 0.121 -0.137
C 1.124432 -2.860842 4.511604 -0.909 -0.550 -0.182
C 3.456665 5.454333 -2.091439 -0.819 0.195 0.627
C -6.371048 1.469572 -3.219587 0.427 0.694 -0.101
N 0.718251 4.651870 4.982681 2.570 1.589 -1.941
H -2.870091 -6.849685 -1.923730 0.260 -0.013 -0.093
C -5.284463 -1.397502 4.750262 1.761 0.810 -1.591
C -3.507453 4.317300 0.385235 2.657 -0.383 1.828
C 1.736736 -3.342558 -3.250087 1.363 -0.753 0.820
```
Forces are in eV/Å.